12 unconnected molecules or ions with the total composition C14H52N16O12, computed with wB97M-V/def2-TZVPD.

* charge: -1
* expectation value of S²: 0.751
* orbital gap (spin up / spin down): 2.244 / 8.405 eV
* 2S+1: 2

Positions of all 94 atoms, in Å:
C -3.39855 1.07713 3.21438
O -3.91265 -0.19106 2.99029
H -4.07035 1.93519 3.23746
H -2.81457 0.99756 4.13129
H -2.70147 1.23575 2.39157
H -3.15429 -0.77970 2.98997
C -0.80630 0.04415 -0.43052
O 0.10352 0.83472 0.31910
H -1.84862 0.19615 -0.15025
H -0.69711 0.66083 -1.32263
H -0.44555 -0.94217 -0.72229
H -0.05391 0.52639 1.21450
C -3.18580 -3.82922 -1.87120
O -4.41193 -3.63347 -1.79749
N -2.57471 -4.98004 -1.67040
N -2.29795 -2.85768 -2.03070
H -1.57759 -5.12922 -1.73048
H -3.28259 -5.69382 -1.76797
H -1.40063 -3.18455 -2.35945
H -2.64788 -1.91250 -2.09621
C -1.51130 -2.77509 1.94528
O -2.11434 -2.21178 2.85675
N -0.29357 -2.53060 1.59712
N -2.04499 -3.77531 1.29783
H 0.14885 -1.79733 2.13254
H 0.12729 -3.12329 0.89591
H -3.01163 -4.02143 1.45637
H -1.48631 -4.00086 0.48721
C -4.63947 -0.23774 -0.59235
O -4.76475 0.91388 -0.30321
N -4.77795 -0.79588 -1.80223
N -4.68235 -1.27740 0.27535
H -4.63098 -0.15032 -2.56496
H -4.89499 -1.74527 -2.12638
H -4.75040 -1.01676 1.24876
H -4.21981 -2.11798 -0.04021
C 2.53107 3.19441 2.48852
O 2.23397 2.83754 3.62080
N 1.70246 3.04002 1.50360
N 3.64807 3.77645 2.18814
H 1.75946 3.62657 0.68335
H 0.92323 2.40778 1.61836
H 3.76519 4.04491 1.22155
H 4.38436 3.84675 2.87592
C 2.50295 1.59405 -4.88724
O 3.66877 1.66679 -5.24819
N 2.14039 1.15197 -3.73736
N 1.55984 2.10254 -5.58071
H 2.97675 0.83603 -3.26749
H 1.18367 1.21633 -3.42011
H 0.59425 1.82054 -5.49011
H 1.87190 2.31651 -6.51717
C 0.30897 0.04140 4.07313
O 0.15519 0.19617 2.87861
N 1.39648 0.52714 4.65485
N -0.47352 -0.59578 4.89559
H 2.10859 0.99209 4.11005
H 1.54669 0.31120 5.63000
H -1.08541 -1.22490 4.39568
H 0.06115 -0.93666 5.68174
C 1.85685 3.82962 -1.59145
O 2.76551 3.86346 -0.81264
N 1.65203 4.66093 -2.57007
N 0.96086 2.90391 -1.54986
H 0.81641 4.54899 -3.12622
H 2.32453 5.40700 -2.67600
H 1.10948 2.11050 -0.94281
H 0.15861 2.84737 -2.16084
C -2.53447 3.72994 -0.41145
O -2.49378 3.61595 0.81329
N -3.11244 2.93478 -1.27622
N -1.90460 4.69078 -1.06704
H -3.73694 2.21185 -0.94840
H -2.97215 3.13433 -2.25632
H -1.93169 4.66633 -2.07639
H -1.25286 5.28201 -0.57129
C 2.84521 -1.82408 1.64559
C 3.99594 -1.62293 2.63335
O 5.24573 -1.57839 1.93490
H 3.03909 -1.26615 0.72950
H 1.82193 -1.57494 1.92653
H 2.91312 -2.87936 1.38125
H 4.01846 -2.37690 3.42019
H 3.87148 -0.71807 3.22820
H 5.22471 -0.96424 1.19736
C 3.53667 -3.58736 -1.41421
C 2.57377 -2.65576 -2.12100
O 1.77167 -3.31220 -3.17192
H 4.11987 -4.08149 -2.19126
H 3.11953 -4.27189 -0.67561
H 4.34711 -3.03180 -0.94238
H 3.13900 -1.84328 -2.57761
H 1.88278 -2.22635 -1.39558
H 2.08929 -3.12323 -4.05793

Forces on atoms 1 to 2 (eV/Å):
C 1.9 0.4 -0.3
O -2.0 -0.8 0.0

Mulliken atomic charge list, values in e, 8 entries:
1 C -0.49
2 O -0.65
3 H 0.31
4 H 0.30
5 H 0.00
6 H 0.52
7 C -1.21
8 O 0.09

---

A single C15H17N5O2 molecule, computed with wB97M-V/def2-TZVPD.

* charge: 0
* relative energy (zero: lowest compared OMol25 entry of this formula, charge and spin): 1243.3 kJ/mol
* orbital gap: 7.821 eV

Positions of all 39 atoms, in Å:
O -6.38407 -0.33972 0.98407
C -5.77839 0.93953 0.64277
C -5.27218 1.23940 -0.82295
O -4.00932 0.83486 -1.02911
C -3.65945 -0.67297 -1.18156
C -3.03063 -1.00416 0.31999
N -1.87033 -0.26247 0.62646
C -0.56698 -0.61721 0.14939
N -0.45312 -1.93133 0.03379
C 0.86151 -2.49833 -0.00786
N 1.91202 -1.61441 0.00979
C 1.74019 -0.39276 0.02816
C 0.53436 0.14696 0.40231
C 0.94895 1.52682 0.25458
N 2.27670 1.77536 0.34773
N 2.83151 0.28524 0.04532
C 4.16055 0.27708 0.13654
C 5.09560 1.58000 0.05092
C 6.33459 1.40425 0.13312
C 6.90494 0.10766 -0.23306
C 6.03849 -0.92537 -0.04532
C 4.77497 -0.80743 -0.04696
H -5.74807 -0.94661 0.82339
H -5.10057 1.21598 1.17594
H -6.77706 1.63909 1.08850
H -6.08969 0.48247 -1.46760
H -5.49029 2.40517 -1.02702
H -2.94390 -0.56256 -1.83675
H -4.56904 -1.27048 -1.24983
H -3.61581 -0.65840 1.08664
H -2.70434 -1.98879 0.08383
H -1.86182 0.82660 0.47045
H 0.79763 -3.56351 -0.00024
H 0.36266 2.23805 0.55746
H 4.55287 2.59442 0.20643
H 6.98933 2.05909 0.05999
H 8.10858 0.04844 -0.22959
H 6.60829 -1.82231 -0.56608
H 4.09133 -1.74765 0.02635

Forces on atoms 1 to 2 (eV/Å):
O -1.5 3.6 -0.2
C -11.5 -0.3 -4.7

Mulliken atomic charge list, values in e, 8 entries:
1 O -0.46
2 C -0.76
3 C -0.30
4 O -0.41
5 C -0.69
6 C -0.89
7 N -0.12
8 C 0.30

---

A molecular structure, C6H36O14, computed with wB97M-V/def2-TZVPD.

* charge: 0
* relative energy (zero: lowest compared OMol25 entry of this formula, charge and spin): 992.4 kJ/mol
* orbital gap: 8.648 eV

Positions of all 56 atoms, in Å:
C -0.19813 -2.58572 1.02207
C 0.33663 -3.62188 1.66329
C 1.26032 -0.77169 1.92949
C 0.43072 -1.22013 0.97976
C -0.26200 -0.22943 0.12706
C 0.20000 0.09514 -1.08969
H -1.18144 -2.59564 0.55400
H -0.19266 -4.56046 1.59837
H 1.25693 -3.56818 2.20033
H 1.57009 0.25880 1.94976
H 1.92214 -1.44212 2.46648
H -1.35117 -0.36422 0.09187
H -0.30685 0.55453 -1.93491
H 1.26521 -0.06152 -1.23692
H -0.02892 2.08220 3.58902
H 0.59382 2.87590 2.54859
O -0.11070 2.98383 3.20412
H -1.96979 1.49457 -1.36998
H -2.29756 2.57363 -0.33363
O -2.59023 1.69557 -0.64120
H 2.34431 2.06496 -1.55841
H 1.47364 2.71997 -2.69410
O 1.59042 2.64148 -1.74950
H -2.08976 1.50461 1.38975
H -3.51704 1.44473 1.53017
O -2.72571 1.13183 2.00060
H 3.87013 -2.41297 -0.18121
H 2.84172 -2.22131 0.88220
O 3.63753 -1.81590 0.56883
H 1.16142 1.31109 0.55186
H 1.93040 2.70975 0.48478
O 1.36736 2.12854 0.99450
H -2.78485 -1.25459 -2.23549
H -2.08577 -1.53264 -3.60147
O -1.89993 -1.27412 -2.68934
H -1.93606 0.53689 -3.16067
H -2.33864 2.00070 -3.41069
O -1.58215 1.44361 -3.23432
H 3.46690 -0.12757 0.13275
H 3.65375 1.47692 0.49473
O 3.43963 0.82343 -0.17275
H 2.01174 -3.97328 -1.08994
H 2.23077 -3.11418 -2.26138
O 2.73817 -3.53890 -1.54823
H -0.55779 0.51711 4.08396
H -1.27881 1.32266 3.07215
O -0.38140 1.14375 3.35368
H -3.64529 -0.10019 -0.83740
H -3.86210 -1.59764 -0.22670
O -3.87598 -1.03780 -1.00003
H -0.48987 -2.40817 -2.55664
H 0.77280 -1.84634 -2.93158
O 0.37999 -2.73077 -2.87284
H -1.57910 2.38409 1.75755
H -0.53785 2.59900 0.64671
O -1.49350 2.67789 0.84227

Forces on atoms 1 to 2 (eV/Å):
C 0.9 1.0 0.1
C -1.1 -0.1 -1.0

Mulliken atomic charge list, values in e, 8 entries:
1 C -0.23
2 C -1.01
3 C -1.69
4 C 2.16
5 C -0.06
6 C -1.04
7 H 0.22
8 H 0.30

---

A molecular structure, C20H35N2ORhSbSe6Si3, computed with wB97M-V/def2-TZVPD.

* charge: +1
* expectation value of S²: 6.026
* orbital gap (spin up / spin down): 7.607 / 5.756 eV
* 2S+1: 5

Positions of all 69 atoms, in Å:
Rh 0.01796 -0.57884 0.00747
Se -0.23582 2.46787 2.41970
Se 0.63477 0.34534 2.61077
C 2.17171 0.57286 1.46583
C 3.37299 1.09317 1.90107
C 4.42200 1.16325 0.99593
C 4.22350 0.70086 -0.29368
C 2.98599 0.19066 -0.64353
N 1.96612 0.13337 0.21851
C -1.28665 2.31967 0.82871
C -2.24988 3.31762 0.68628
C -3.00227 3.36546 -0.46759
C -2.78302 2.40263 -1.44382
C -1.83263 1.43610 -1.20604
N -1.07620 1.38101 -0.08862
H 3.48017 1.42819 2.92302
H 5.37926 1.56700 1.29807
H 5.01249 0.72944 -1.03250
H 2.80357 -0.20108 -1.63084
H -2.39709 4.04019 1.47849
H -3.74919 4.13640 -0.60358
H -3.34027 2.39122 -2.37011
H -1.66405 0.64737 -1.92858
C -3.15605 -1.11457 0.39041
O -1.84492 -1.55517 0.04024
Si -1.15613 -3.03795 0.60387
C -1.43808 -3.03821 2.44867
C -2.11332 -4.47051 -0.10158
C 0.53854 -2.62325 -0.00688
Si 0.68467 -3.02648 -1.85167
C 0.67591 -4.85725 -2.25032
C -0.73867 -2.21949 -2.79841
C 2.20363 -2.33222 -2.73152
Si 1.86764 -3.44377 1.02573
C 2.00576 -2.78579 2.78334
C 1.47489 -5.27707 1.15637
C 3.60100 -3.30653 0.31721
H -3.77519 -1.97394 0.65074
H -3.60604 -0.60773 -0.46165
H -3.11731 -0.43243 1.24186
H -2.50983 -3.12554 2.64992
H -1.07764 -2.13105 2.93412
H -0.95653 -3.89309 2.92881
H -3.08505 -4.57929 0.38596
H -1.55586 -5.39284 0.08828
H -2.27202 -4.39593 -1.17768
H -0.13034 -5.41754 -1.77838
H 1.62187 -5.32833 -1.96898
H 0.57092 -4.96559 -3.33390
H -1.72673 -2.58666 -2.51745
H -0.59845 -2.41724 -3.86571
H -0.73982 -1.13031 -2.67756
H 3.11836 -2.30981 -2.14412
H 1.99812 -1.32975 -3.12310
H 2.39874 -2.96099 -3.60561
H 2.61375 -3.49421 3.35491
H 1.05244 -2.69208 3.30562
H 2.53389 -1.83004 2.82545
H 0.56050 -5.47573 1.72218
H 2.29066 -5.78955 1.67440
H 1.36571 -5.74234 0.17435
H 3.93451 -2.27237 0.20291
H 3.71294 -3.80893 -0.64556
H 4.28403 -3.79304 1.02038
Se 0.42552 4.95286 -0.75559
Sb 1.16869 2.08355 -2.77847
Se -0.01544 3.78426 -4.17540
Se 3.05280 1.80662 -4.38521
Se 2.29520 3.73554 -1.05813

Forces on atoms 1 to 2 (eV/Å):
Rh 0.1 0.2 0.6
Se 0.0 0.1 0.1

Mulliken atomic charge list, values in e, 8 entries:
1 Rh -0.67
2 Se 0.08
3 Se 0.12
4 C -0.02
5 C -1.00
6 C -0.50
7 C -0.95
8 C -1.12

---

2 unconnected molecules or ions with the total composition C3H12N4, computed with wB97M-V/def2-TZVPD.

* charge: +2
* relative energy (zero: lowest compared OMol25 entry of this formula, charge and spin): 499.2 kJ/mol
* orbital gap: 7.644 eV

Positions of all 19 atoms, in Å:
C 0.61529 -0.17501 -1.20693
C 1.35156 0.94769 -0.60090
C -2.19048 0.73717 1.52115
N 1.04476 -0.74321 -2.31757
N -0.85221 0.29158 1.70503
N 0.70104 -2.05131 -2.61550
N -0.40357 0.22482 2.86285
H -0.21449 -0.57009 -0.58063
H 1.31808 0.57410 0.49854
H 0.94379 1.96236 -0.83048
H 2.30307 1.18051 -1.00125
H -2.58690 0.01203 0.84574
H -2.71302 0.84707 2.45235
H -2.06725 1.70629 1.20394
H 1.97237 -0.47333 -2.60563
H 1.21094 -2.39132 -3.36504
H -0.21690 -2.33493 -2.63973
H -0.88852 0.17905 3.69461
H 0.67243 0.07651 2.97945

Forces on atoms 1 to 2 (eV/Å):
C 0.8 0.0 -1.6
C -1.3 0.2 1.2

Mulliken atomic charge list, values in e, 8 entries:
1 C 0.10
2 C -0.81
3 C -0.78
4 N 0.21
5 N 0.22
6 N -0.52
7 N -0.17
8 H 0.35

---

Total energy across the listed records, respectively: -2343.76513 -1005.57900 -1303.25546 -16595.63947 -339.74208 a.u..
F_max across the listed records, respectively: 6.2 12.5 14.3 0.7 5.4 eV/Å.